Entry from OMol25: a cluster of 4 separate species, C33H61BrI2N3O6 in total (ωB97M-V/def2-TZVPD).

The expectation value of S² is 3.762. The value obtained for the calculated total energy is -138204.8501 eV. Its multiplicity is 4.

XYZ file:
```
106
Properties=species:S:1:pos:R:3:forces:R:3
C -4.636286 3.020296 5.082120 0.2 -0.1 -0.5
C -3.671872 4.053395 4.520979 -0.5 0.0 0.4
I -4.711171 5.112003 2.956167 0.1 -0.1 -0.1
C -3.074337 4.999262 5.566091 -0.9 0.3 -0.4
I -4.591746 5.752856 6.893428 0.0 -0.1 -0.1
C -2.185722 6.049656 4.919908 1.0 -0.3 0.3
O -0.924640 5.318115 4.702207 0.3 -0.1 -0.2
C -0.125039 5.528433 5.769337 1.7 -0.8 0.8
O 0.944963 4.994947 5.975084 -2.2 1.0 -0.4
O -0.707666 6.460490 6.593888 0.5 0.0 0.0
C -1.543581 7.178301 5.698553 -0.4 0.2 -0.2
Br -2.568281 8.613531 6.429239 0.1 -0.2 0.3
H -4.297708 2.650945 6.040323 0.1 -0.1 0.3
H -4.681531 2.189082 4.391680 0.0 -0.3 -0.2
H -5.637683 3.407961 5.151518 -0.3 0.2 0.4
H -2.857227 3.502697 4.075255 0.4 0.2 -0.5
H -2.446268 4.373244 6.178588 0.1 -0.1 0.5
H -2.491705 6.379069 3.943121 -0.4 0.1 -0.2
H -0.893229 7.683872 4.999272 0.1 0.2 -0.2
C 1.242515 3.504036 2.430482 0.0 0.0 -0.2
C 1.668597 2.212116 3.153859 -0.6 1.1 -0.1
C 3.099181 2.348204 3.669655 0.4 -0.2 -0.1
C 4.146594 2.301300 2.557284 -0.1 0.0 0.0
C 3.971135 1.051960 1.693808 0.2 0.1 0.4
C 2.551306 0.879606 1.154278 0.0 0.3 -1.2
N 1.552064 1.027808 2.251226 1.1 -0.7 0.9
O 1.441532 -0.064055 2.924618 -0.5 -0.1 -0.1
C 2.283908 1.883870 0.020159 0.1 0.2 0.1
C 2.413051 -0.504768 0.536147 -0.1 -0.3 0.1
C 0.716839 2.042506 4.328378 -0.2 -0.3 0.3
H 0.974295 4.261675 3.162743 0.0 0.0 0.1
H 2.027683 3.939005 1.815704 0.0 -0.1 0.0
H 0.368402 3.328969 1.801503 0.0 0.0 0.0
H 3.302289 1.539415 4.378324 -0.1 -0.1 0.0
H 3.182625 3.281426 4.229919 -0.1 0.0 0.0
H 4.094307 3.202284 1.939985 0.0 0.0 0.0
H 5.143957 2.297068 3.000303 0.0 0.0 0.0
H 4.665517 1.077320 0.851503 0.0 0.0 -0.1
H 4.235721 0.173257 2.290123 -0.1 0.0 0.0
H 1.231236 1.886613 -0.253355 -0.1 0.0 0.0
H 2.854229 1.600584 -0.864175 0.0 -0.1 0.0
H 2.579569 2.903640 0.253653 0.0 0.0 0.1
H 2.693995 -1.290929 1.232803 -0.1 0.0 0.1
H 3.069555 -0.578212 -0.330428 0.0 0.1 -0.1
H 1.389671 -0.688425 0.205097 0.0 0.0 0.0
H -0.311567 1.907195 3.984597 0.0 0.0 -0.1
H 0.751301 2.928107 4.958246 0.1 0.1 -0.1
H 0.980958 1.190068 4.951003 0.0 -0.1 -0.1
C -0.390394 -3.202807 -0.765861 0.1 0.1 -0.2
C 0.118046 -4.421855 0.028137 -0.6 1.0 -0.1
C 1.518718 -4.145860 0.567507 0.4 -0.2 0.0
C 2.593620 -4.155623 -0.517506 -0.1 0.0 0.0
C 2.544272 -5.456574 -1.317886 0.2 0.1 0.4
C 1.158945 -5.778330 -1.879093 0.0 0.3 -1.2
N 0.120695 -5.656602 -0.812594 1.1 -0.5 0.9
O 0.083612 -6.714486 -0.080152 -0.5 -0.1 -0.2
C 0.837965 -4.861676 -3.072545 0.0 0.2 0.1
C 1.153935 -7.201468 -2.421229 -0.1 -0.3 0.2
C -0.845858 -4.610949 1.191374 -0.1 -0.3 0.2
H -0.730884 -2.428422 -0.077729 0.0 -0.1 0.1
H 0.370526 -2.737239 -1.389902 0.0 -0.1 0.0
H -1.235553 -3.470832 -1.401649 0.0 0.0 0.0
H 1.768893 -4.900869 1.319539 -0.1 -0.1 0.0
H 1.511266 -3.184292 1.082106 -0.1 0.0 0.0
H 2.481710 -3.292583 -1.180329 0.0 0.0 0.0
H 3.576650 -4.054320 -0.053158 0.0 0.0 0.0
H 3.255571 -5.415348 -2.145266 0.0 0.0 -0.1
H 2.866023 -6.277815 -0.669747 -0.1 0.0 0.0
H -0.203843 -4.972081 -3.376418 0.0 0.0 0.0
H 1.460323 -5.133143 -3.924823 0.0 -0.1 0.0
H 1.026716 -3.807326 -2.887327 -0.1 0.0 0.0
H 1.476503 -7.926464 -1.677335 -0.1 0.0 0.0
H 1.839279 -7.263177 -3.265465 0.0 0.1 -0.1
H 0.159288 -7.485385 -2.766717 0.0 0.0 0.0
H -1.850692 -4.840524 0.833711 0.0 0.0 0.0
H -0.889292 -3.688948 1.769567 0.0 0.1 -0.1
H -0.530626 -5.406923 1.862069 0.0 -0.1 -0.1
C -1.659828 0.082275 -6.774589 0.0 0.1 0.1
C -1.397409 -0.975334 -5.684377 -0.2 0.4 -1.2
C -2.710978 -1.403078 -5.031825 -0.2 0.0 0.4
C -3.307377 -0.337173 -4.114851 0.1 0.0 0.0
C -2.282986 0.118784 -3.077540 -0.3 -0.3 0.0
C -0.953851 0.563202 -3.687583 0.1 1.2 0.0
N -0.450206 -0.460230 -4.652596 -0.8 -1.0 1.0
O 0.107269 -1.433533 -4.022176 0.6 0.0 -0.2
C -1.107230 1.937673 -4.362271 -0.1 0.0 -0.2
C 0.079147 0.740050 -2.584150 0.2 -0.3 0.2
C -0.762350 -2.169352 -6.384212 0.2 -0.3 0.1
H -2.020816 -0.403373 -7.679926 0.0 -0.1 0.0
H -2.417345 0.812913 -6.500403 0.0 0.0 0.0
H -0.743411 0.614374 -7.030148 0.0 0.0 0.0
H -2.539231 -2.312231 -4.446530 0.1 0.0 0.0
H -3.423216 -1.667104 -5.816071 0.0 0.0 -0.1
H -3.670002 0.514859 -4.696262 0.0 0.0 0.0
H -4.180473 -0.747145 -3.604473 0.0 0.0 0.0
H -2.688770 0.941835 -2.485919 0.1 0.1 0.0
H -2.098574 -0.705500 -2.380588 0.1 0.0 -0.1
H -0.216060 2.185690 -4.939480 0.0 0.0 0.0
H -1.234748 2.706847 -3.601258 0.0 -0.1 0.1
H -1.971337 2.011268 -5.017628 0.0 0.0 0.0
H 0.188002 -0.157940 -1.979168 0.0 0.0 -0.1
H -0.229267 1.544625 -1.919404 -0.1 0.1 -0.1
H 1.056169 0.993844 -2.997494 0.0 0.0 0.0
H 0.195547 -1.898277 -6.829847 0.0 0.0 0.0
H -1.424777 -2.510720 -7.178183 -0.1 0.1 -0.1
H -0.601042 -3.005119 -5.706527 0.1 0.1 0.0
```
Forces are in eV/Å.

---

Entry from OMol25: a cluster of 4 separate species, C33H61N2O12P3S in total (ωB97M-V/def2-TZVPD).

The value obtained for the calculated total energy is -101449.3044 eV. The structure (SMILES) is CP(C)c1cc([PH2]=N)c2c(c1)Sc1c(CP(=O)(O)O)cccc1N2.COCCOCCOC.COCCOCCOC.COCCOCCOC.

XYZ file:
```
112
Properties=species:S:1:pos:R:3:forces:R:3
C -1.097113 -3.708343 5.432054 0.1 -0.1 1.1
P -0.951656 -1.961033 4.720693 0.4 0.8 -0.7
C -0.167910 -0.919691 6.136372 -1.5 0.3 0.6
C -2.661698 -1.149016 4.494335 -3.7 1.5 0.0
C -2.888911 -0.255890 3.233026 -2.4 -0.2 2.4
C -4.236146 0.503746 2.956148 1.6 -1.9 3.4
P -4.297158 1.573069 1.412019 -1.9 -2.0 -1.1
N -5.376022 0.983487 0.353097 0.4 0.3 1.8
C -5.430744 0.362674 3.977122 4.0 -1.3 -0.2
C -5.175873 -0.541726 5.203171 1.3 0.2 -1.4
C -3.850755 -1.307386 5.497247 -0.3 2.5 -3.5
S -6.531468 -0.730847 6.481737 0.0 0.7 -2.0
C -8.041124 -0.293766 5.492469 -2.0 0.7 -1.8
C -9.433439 -0.815668 5.996178 -0.5 1.8 -2.3
C -9.550806 -1.704747 7.348099 0.4 1.8 -1.3
P -9.209221 -3.517752 6.941402 -2.2 -3.4 1.2
O -10.101479 -4.431078 7.812092 2.7 2.7 -2.1
O -9.651041 -3.729632 5.283232 0.5 1.2 2.8
O -7.553133 -3.936633 7.051533 -3.0 1.1 -1.9
C -10.744452 -0.459636 5.219827 3.9 1.3 -1.4
C -10.606866 0.389136 3.907127 3.1 -0.7 1.9
C -9.208793 0.890540 3.431387 -0.6 -1.8 2.6
C -7.882246 0.561715 4.217610 -4.6 -0.9 0.8
N -6.642347 1.139263 3.671898 -0.1 -3.2 0.6
H -1.950134 -4.293184 4.953723 1.1 0.9 0.8
H -1.181954 -3.636994 6.585686 -0.2 -0.4 -1.8
H -0.108532 -4.254769 5.203855 -1.5 1.0 0.2
H -0.195596 0.197142 5.842823 0.3 -1.9 0.3
H -0.904290 -1.011377 7.022885 1.5 0.1 -1.0
H 0.882373 -1.268574 6.408617 -1.5 0.5 -0.4
H -2.019462 -0.121980 2.502974 -1.4 -0.3 1.1
H -3.014419 1.509287 0.732615 -0.4 0.5 1.2
H -4.585165 2.952895 1.758565 0.7 -0.8 0.0
H -5.829144 0.150343 0.768338 0.4 0.5 -0.5
H -3.753507 -1.969429 6.430189 -0.3 1.2 -1.6
H -8.824888 -1.256224 8.105046 -0.8 -1.0 -0.9
H -10.612927 -1.560778 7.779051 1.7 -0.7 -0.8
H -10.558871 -3.328249 5.243184 1.0 -0.5 -0.2
H -7.249941 -3.972675 6.109244 0.1 0.1 1.0
H -11.768190 -0.812094 5.601044 1.8 0.6 -0.6
H -11.534104 0.679704 3.291254 1.7 -0.6 1.2
H -9.164767 1.523522 2.469902 0.0 -1.1 1.7
H -6.750180 1.057657 2.635193 0.2 0.6 0.9
C 5.576275 4.236047 2.318551 -0.2 -0.2 -0.1
O 4.795223 3.059689 2.404639 0.0 0.2 0.2
C 5.212694 2.214315 3.472308 -0.3 -0.1 -0.4
C 4.096823 1.249603 3.856733 0.1 0.2 0.3
O 3.105674 1.847403 4.694855 0.0 0.1 -0.3
C 2.201014 2.742296 4.043252 -0.2 -0.3 0.2
C 1.167675 2.022148 3.186103 0.4 0.3 -0.5
O 1.727502 1.672363 1.924139 0.0 -0.2 0.1
C 0.964117 0.685690 1.255769 0.3 0.1 0.1
H 6.629036 3.990500 2.150626 0.1 0.1 0.1
H 5.210873 4.828521 1.478028 0.0 -0.1 0.0
H 5.468276 4.831451 3.231816 0.2 0.0 0.0
H 5.494376 2.815538 4.346087 0.0 -0.1 0.0
H 6.084511 1.648108 3.125818 0.1 -0.1 0.2
H 4.537827 0.449298 4.458877 0.0 0.1 0.0
H 3.644264 0.780101 2.981747 0.1 0.2 -0.1
H 2.737339 3.506997 3.479507 0.0 -0.1 -0.2
H 1.671257 3.254397 4.852348 0.0 -0.1 0.0
H 0.316752 2.687771 2.999795 -0.2 0.0 0.2
H 0.821194 1.123393 3.707761 0.0 0.0 0.1
H 0.942207 -0.238929 1.842168 -0.2 0.0 0.0
H 1.442364 0.474483 0.297927 0.0 0.1 0.1
H -0.054608 1.044660 1.073934 -0.1 -0.1 0.0
C 4.493526 -4.163010 -4.688102 0.1 0.3 0.2
O 4.709966 -2.862699 -4.176079 -0.1 -0.2 0.2
C 3.625673 -1.983826 -4.465336 0.5 0.1 0.1
C 3.636678 -0.792236 -3.515250 -0.4 -0.2 -0.1
O 3.074469 -1.092691 -2.235825 0.3 -0.1 0.0
C 3.896880 -1.880808 -1.370342 -0.2 0.4 0.1
C 5.057696 -1.092381 -0.775749 0.2 -0.4 -0.4
O 6.128436 -1.003852 -1.710739 -0.1 0.2 0.0
C 7.047164 0.017859 -1.372717 -0.2 -0.3 -0.2
H 4.373283 -4.136115 -5.775184 -0.1 -0.1 -0.1
H 5.361650 -4.776779 -4.441395 0.0 0.1 0.0
H 3.610283 -4.612982 -4.221387 -0.1 0.0 -0.1
H 2.670015 -2.515844 -4.374903 0.0 0.1 0.0
H 3.748828 -1.632811 -5.495738 -0.2 0.1 -0.1
H 2.989107 -0.018933 -3.939557 0.0 -0.1 0.0
H 4.632704 -0.357618 -3.417410 0.1 -0.2 0.0
H 4.232598 -2.792797 -1.866207 0.2 0.1 -0.1
H 3.240725 -2.186689 -0.549584 0.0 0.1 0.0
H 5.434230 -1.609788 0.114179 -0.1 0.0 0.2
H 4.715238 -0.089367 -0.498139 -0.1 0.0 0.1
H 6.552275 0.994359 -1.387330 0.0 0.1 0.1
H 7.841013 0.022958 -2.121090 -0.1 -0.1 0.0
H 7.487145 -0.169115 -0.387950 0.0 0.1 0.1
C 0.039139 1.353603 -10.367078 0.3 0.1 0.0
O 1.224818 1.730108 -9.693528 0.0 -0.3 0.0
C 1.095905 1.624495 -8.278981 0.4 0.2 -0.3
C 2.469198 1.542233 -7.622609 -0.2 -0.3 0.1
O 3.040493 0.233938 -7.685679 0.0 0.2 -0.3
C 3.550142 -0.157816 -8.962659 0.2 -0.1 0.3
C 4.864310 0.528443 -9.314544 -0.4 0.3 -0.4
O 4.620925 1.839036 -9.816164 0.1 0.1 0.2
C 5.784750 2.643722 -9.790927 -0.3 -0.1 -0.1
H -0.796955 1.991072 -10.064976 -0.1 -0.1 0.0
H 0.204047 1.468044 -11.439789 0.1 0.1 0.1
H -0.195031 0.302563 -10.165253 -0.1 0.0 0.0
H 0.510095 0.734690 -8.015520 0.0 0.0 0.1
H 0.573050 2.520149 -7.925588 -0.1 0.0 0.2
H 2.344174 1.750339 -6.555493 0.0 -0.1 -0.1
H 3.155613 2.293104 -8.017013 -0.1 0.0 -0.2
H 2.800216 -0.029303 -9.744485 0.1 0.2 -0.1
H 3.742215 -1.231767 -8.877650 0.0 0.1 0.1
H 5.375421 -0.039747 -10.100014 0.1 -0.2 0.1
H 5.501771 0.577152 -8.424973 0.0 -0.1 0.0
H 6.134158 2.774829 -8.761651 0.2 0.0 0.0
H 5.529380 3.624249 -10.195284 -0.1 -0.1 0.0
H 6.574297 2.199696 -10.405299 0.1 0.0 0.1
```
Forces are in eV/Å.

---

Largest force on an atom
In order: 0.047; 0.092
Unit: hartree/bohr